<P>
A 11-piece molecular cluster, C20H30ClN10O4 overall, computed with ωB97M-V with the def2-TZVPD basis set.

ORCA input file:
```
! wB97M-V def2-TZVPD RIJCOSX def2/J DEFGRID3
* xyz -1 1
Cl 0.18348 0.69370 -0.13795
O 0.88277 1.77861 -0.74928
O 1.01955 -0.46068 0.05763
O -0.32664 1.11239 1.16836
O -0.96290 0.38275 -0.93922
C 1.96717 1.81846 3.49082
C 2.57823 2.91689 4.21785
N 3.00625 3.80120 4.80377
H 1.40139 1.18074 4.16938
H 2.67833 1.25343 2.89772
H 1.20778 2.29157 2.86266
C -3.26193 -2.21312 -0.96810
C -3.45812 -3.24338 0.05888
N -3.55337 -4.05503 0.86713
H -4.09022 -2.14342 -1.67456
H -2.37216 -2.50539 -1.52208
H -3.19106 -1.22962 -0.50834
C -4.04041 0.81567 -2.72532
C -4.71010 -0.28568 -3.37154
N -5.22128 -1.19203 -3.84583
H -4.63681 1.71734 -2.63261
H -3.20788 1.10793 -3.37383
H -3.56174 0.43737 -1.82304
C 0.25778 0.04938 -4.07969
C 1.16417 1.16810 -4.01832
N 1.92427 2.02906 -3.95066
H -0.77485 0.35528 -3.93004
H 0.48555 -0.66572 -3.28590
H 0.40928 -0.50942 -5.00338
C -1.94242 3.30643 3.36854
C -2.75315 4.42335 2.81453
N -3.37197 5.26319 2.34620
H -1.65690 2.66339 2.53647
H -2.54521 2.80695 4.11967
H -1.03927 3.73452 3.79919
C 1.46525 -3.57724 -1.47999
C 2.53016 -4.15490 -0.66080
N 3.36538 -4.56229 0.01303
H 1.94167 -3.41912 -2.45330
H 1.11656 -2.60847 -1.12463
H 0.59929 -4.21993 -1.61431
C -1.24919 -1.77038 2.40775
C -0.26769 -2.81233 2.13379
N 0.50943 -3.63501 1.94754
H -0.73312 -0.98113 2.95622
H -2.09044 -2.19647 2.95093
H -1.63319 -1.26740 1.52150
C 4.06128 -0.55297 -1.62783
C 4.05551 -1.65186 -2.58021
N 4.03426 -2.52355 -3.31875
H 5.00794 -0.37971 -1.11708
H 3.30904 -0.61405 -0.84137
H 3.85445 0.35987 -2.19348
C 2.75119 -1.72338 2.78775
C 3.48072 -2.97468 2.86712
N 4.13250 -3.91945 2.90210
H 3.33194 -0.91325 3.22492
H 1.78218 -1.71832 3.27280
H 2.61252 -1.66735 1.70327
C -0.90585 4.40853 -0.72279
C -1.48289 3.74458 -1.90443
N -1.89270 3.10806 -2.76507
H 0.05170 4.81795 -1.04374
H -0.63892 3.65924 0.02214
H -1.58662 5.14075 -0.30217
*
```

<Q>
A 11-piece molecular cluster, C20H30ClN10O4 overall, computed with ωB97M-V with the def2-TZVPD basis set.

ORCA input file:
```
! wB97M-V def2-TZVPD RIJCOSX def2/J DEFGRID3
* xyz -1 1
Cl 0.20539 0.71508 -0.12459
O 0.89302 1.81230 -0.73861
O 1.06486 -0.42740 0.06504
O -0.30590 1.12689 1.18252
O -0.93985 0.37496 -0.93280
C 1.97136 1.87748 3.49176
C 2.56936 2.98711 4.22599
N 2.99019 3.87253 4.81299
H 1.42364 1.22849 4.17401
H 2.69175 1.32538 2.89984
H 1.20479 2.32337 2.85392
C -3.20008 -2.31572 -0.86676
C -3.37701 -3.32585 0.16846
N -3.45577 -4.12496 0.99332
H -4.03972 -2.28754 -1.56095
H -2.30412 -2.58012 -1.42498
H -3.13295 -1.32768 -0.41749
C -4.15843 0.99087 -2.92401
C -4.88153 -0.04698 -3.64001
N -5.43323 -0.89514 -4.17051
H -4.73077 1.89796 -2.76518
H -3.31264 1.29736 -3.54561
H -3.70708 0.55383 -2.03645
C 0.28012 0.06454 -4.05996
C 1.17331 1.20503 -4.00147
N 1.92274 2.08063 -3.95160
H -0.75697 0.35566 -3.91433
H 0.52187 -0.63997 -3.26078
H 0.43523 -0.48532 -4.98781
C -1.93965 3.21359 3.30025
C -2.76598 4.31011 2.78114
N -3.40505 5.14840 2.33982
H -1.64267 2.58503 2.46014
H -2.52021 2.67491 4.04253
H -1.04436 3.64584 3.74396
C 1.34629 -3.73557 -1.35309
C 2.44159 -4.29440 -0.57373
N 3.30657 -4.70124 0.06283
H 1.74276 -3.59766 -2.36244
H 1.02762 -2.76271 -0.97987
H 0.47920 -4.38952 -1.40009
C -1.19579 -1.78114 2.47116
C -0.21294 -2.82007 2.19843
N 0.54351 -3.65980 2.01754
H -0.68858 -0.98054 3.01149
H -2.02775 -2.21421 3.02212
H -1.58877 -1.29424 1.58039
C 4.09416 -0.44911 -1.64224
C 4.10586 -1.54556 -2.59014
N 4.11160 -2.41115 -3.33478
H 5.04772 -0.26648 -1.14894
H 3.34995 -0.53048 -0.85049
H 3.86025 0.46082 -2.20262
C 2.85225 -1.76671 2.76507
C 3.56125 -3.03754 2.87148
N 4.19542 -3.99405 2.91900
H 3.46266 -0.96041 3.16563
H 1.89614 -1.73755 3.27387
H 2.68106 -1.70989 1.68649
C -0.94053 4.40849 -0.73949
C -1.50896 3.75316 -1.90742
N -1.94224 3.18374 -2.80352
H 0.00696 4.84789 -1.05150
H -0.66927 3.64869 -0.00698
H -1.63162 5.12661 -0.30997
*
```

In kcal/mol, relative to the most stable structure: <P> 5.5; <Q> 0.0.